Entry 1:
Formula: C48H41FeN2O2
Source: the OMol25 dataset
Level of theory: ωB97M-V/def2-TZVPD

Calculated values
LUMO energy (alpha / beta), eV: 2.00 / 1.38
Max |F|, eV Å⁻¹: 5.3
Total charge: -1
Orbital gap (alpha / beta), eV: 3.205 / 4.974
M, g mol⁻¹: 733.7
Multiplicity: 5

Structure (XYZ):
```
94
Properties=species:S:1:pos:R:3:mulliken_charge:R:1
Fe 5.808 1.990 -2.459 0.4898
O 5.326 4.611 -1.042 -0.4469
O 7.025 3.823 -4.520 -0.4465
N -0.331 2.815 3.975 0.8927
N -3.290 -4.022 -2.226 0.7754
C -2.490 2.984 5.110 -0.0315
C 7.166 0.543 -2.841 -0.7581
C -1.553 -2.891 -0.976 -0.3558
C -2.317 5.779 5.011 -0.6902
C -1.763 -7.317 -1.415 -0.7433
C -5.318 -4.524 -5.334 -0.7778
C 2.820 2.652 5.942 -0.7268
C -1.314 4.998 4.443 -0.1643
C 0.673 2.370 4.885 0.2367
C -0.197 1.118 0.036 1.2236
C -1.267 1.290 2.262 -0.9210
C 2.258 3.488 -2.222 -1.5527
C -3.734 -7.013 -0.030 -0.6414
C 6.623 2.953 -3.842 0.2754
C 2.743 2.111 -2.590 1.2565
C -1.402 3.599 4.493 0.2229
C -3.970 -5.772 -0.634 -0.1457
C -0.791 -0.644 -1.615 0.8402
C -3.416 5.167 5.627 -0.3729
C 0.557 2.261 0.429 -0.5110
C -6.779 -3.758 -3.571 -0.7817
C 6.479 1.220 -0.737 -0.9484
C 2.579 1.503 6.705 -0.3714
C -0.351 2.271 2.668 0.4759
C -1.950 -6.046 -1.961 0.2841
C -5.688 -3.686 -2.693 0.1024
C -6.592 -4.166 -4.893 -0.3367
C 2.063 1.003 -2.117 -1.0239
C 1.864 3.087 5.025 -0.2242
C -1.182 0.718 1.001 -0.8210
C 1.378 0.791 6.565 -0.7064
C -0.826 -1.743 -0.702 -1.3477
C -4.394 -4.010 -3.140 -1.0011
C -1.652 -0.734 -2.746 -1.1839
C 0.424 1.225 5.646 -0.1115
C -0.068 0.565 -1.293 -0.8394
C 5.512 3.554 -1.504 0.1356
C -2.638 -7.789 -0.428 -0.3830
C 5.456 0.381 -1.290 -0.2746
C 4.006 2.089 -3.350 -1.9215
C 5.888 -0.042 -2.583 -0.9258
C -3.051 -5.272 -1.574 -0.3671
C -2.412 -2.950 -2.091 1.5441
C 0.584 2.731 1.727 -0.5351
C -2.456 -1.844 -2.954 -0.7782
C 7.535 1.326 -1.700 -0.2919
C -3.496 3.770 5.680 -0.7716
C -4.224 -4.452 -4.464 0.2252
H 1.172 -0.096 7.170 0.3424
H 4.555 0.057 -0.775 0.6128
H 2.573 3.785 -1.203 0.1737
H 3.323 1.164 7.432 0.3496
H -1.498 -3.726 -0.278 0.3665
H -4.351 3.284 6.154 0.3459
H 1.194 2.743 -0.308 0.0523
H 8.485 1.835 -1.550 0.4607
H 2.213 0.051 -2.620 0.3523
H -3.143 -1.883 -3.790 0.4248
H 4.094 1.286 -4.083 0.5857
H -1.665 0.094 -3.454 0.4061
H -2.252 6.865 4.962 0.3498
H 4.150 3.039 -3.861 0.5188
H -2.482 -8.776 0.015 0.3531
H -2.025 1.001 2.997 0.1896
H 3.746 3.216 6.060 0.3556
H -0.222 -1.681 0.217 0.4689
H -1.284 -5.652 -2.730 0.4106
H -1.896 -0.076 0.785 0.4270
H 7.782 0.358 -3.720 0.4828
H -4.211 5.777 6.064 0.3493
H -4.857 -5.184 -0.382 0.2376
H 2.711 4.227 -2.904 0.4229
H 6.490 1.629 0.270 0.4918
H 0.075 1.272 -2.122 0.4815
H -0.446 5.447 3.962 0.3679
H 5.365 -0.737 -3.236 0.5162
H -7.438 -4.222 -5.574 0.3767
H 1.930 0.947 -0.987 0.2636
H -7.772 -3.490 -3.206 0.3575
H -5.162 -4.859 -6.359 0.3646
H 2.002 3.988 4.428 0.2843
H 1.293 3.513 2.024 0.2685
H 1.161 3.540 -2.306 0.5578
H -3.223 -4.756 -4.785 0.3743
H -0.531 0.709 5.514 0.2447
H -4.419 -7.371 0.745 0.3721
H -0.933 -7.931 -1.759 0.3616
H -5.826 -3.392 -1.647 0.4039
H -2.532 1.893 5.143 0.1257
```

Entry 2:
Formula: C48H42ClN4O3SiTi
Source: the OMol25 dataset
Level of theory: ωB97M-V/def2-TZVPD

Calculated values
LUMO energy (alpha / beta), eV: 2.14 / 2.14
Max |F|, eV Å⁻¹: 1.5
Total charge: -1
Orbital gap (alpha / beta), eV: 4.157 / 6.838
M, g mol⁻¹: 834.3
Multiplicity: 3

Structure (XYZ):
```
100
Properties=species:S:1:pos:R:3:mulliken_charge:R:1
Ti 1.387 0.127 -1.994 -0.5400
Cl 3.814 5.774 -4.559 -0.2654
Si -0.261 2.934 -0.860 -1.6389
O 0.351 1.673 -1.676 1.6898
O -3.800 -7.433 7.006 -0.4771
O 3.100 -0.279 -2.139 -0.5281
N 1.460 -0.121 0.046 1.2580
N -0.703 -3.050 3.346 -0.0581
N 0.292 -1.523 -1.828 1.2218
N -1.611 -4.333 1.785 -0.9041
C 3.028 4.208 -4.526 0.6837
C 2.424 4.779 1.748 -0.7711
C -2.964 1.385 2.634 -0.7122
C 1.907 0.539 2.328 -1.0024
C -1.695 0.987 0.629 -0.4272
C 1.120 -0.493 2.823 -1.2602
C 1.648 4.129 -4.570 -0.9460
C -2.138 3.470 -2.952 -0.6077
C -0.714 -3.050 -0.196 0.3257
C -0.301 -2.498 2.144 -0.2742
C -1.466 5.403 -1.701 -0.1642
C -2.340 6.192 -2.448 -0.7060
C 0.685 -1.140 0.504 -0.0092
C -3.275 -6.672 6.015 1.0766
C -3.453 -6.923 4.663 -0.3992
C -2.468 0.503 1.682 -0.2785
C -3.005 4.252 -3.706 -0.6715
C -1.345 4.029 -1.940 1.1290
C -1.384 2.350 0.520 0.3833
C 2.881 5.623 -0.462 -0.7980
C -1.283 -3.818 -1.260 -1.3152
C -1.923 3.224 1.473 -0.2200
C -1.033 -3.407 -2.572 -0.7497
C -3.108 5.617 -3.454 -0.4850
C 1.037 2.887 -4.491 -0.0955
C 1.080 0.383 -4.160 -1.7189
C 3.816 -2.149 -3.467 -1.2598
C 3.152 1.819 -4.387 0.1311
C -0.882 -3.316 1.180 1.0630
C 0.069 -1.933 -0.502 0.5075
C -1.485 -4.143 3.063 -0.0699
C -2.865 -6.083 3.723 -0.9095
C 0.499 -1.389 1.868 0.9855
C 3.182 5.577 0.896 -0.5053
C -2.519 -5.581 6.414 -0.7883
C -1.941 -4.754 5.465 -0.3653
C 3.742 -2.309 -0.981 -1.3259
C 3.787 3.055 -4.457 -1.0697
C -2.707 2.750 2.518 -0.7662
C 1.375 4.017 1.241 -0.4664
C -2.099 -4.994 4.102 0.3403
C -0.276 -2.299 -2.835 -0.8935
C 1.064 4.036 -0.124 0.8509
C -4.573 -8.550 6.603 -0.8535
C 1.829 4.860 -0.962 0.0418
C 2.079 0.712 0.973 -1.5925
C 3.983 -1.391 -2.164 0.6138
C 1.757 1.698 -4.351 0.3423
H -0.470 -2.699 4.254 0.1956
H -2.997 -6.268 2.662 0.4557
H -2.075 2.401 -3.145 0.3453
H -1.330 0.299 -0.126 0.0132
H 2.695 1.504 0.576 0.7189
H 4.515 -2.988 -3.512 0.4553
H 0.038 0.402 -4.465 0.5355
H 2.793 -2.526 -3.540 0.2016
H 1.051 5.029 -4.665 0.3439
H 0.970 -0.621 3.890 0.2967
H -3.788 6.230 -4.038 0.3699
H 2.700 -2.633 -0.966 0.1738
H -0.089 -1.975 -3.844 0.2713
H -0.860 5.868 -0.926 0.3241
H -3.555 1.012 3.465 0.3941
H 3.754 0.922 -4.347 0.0799
H 4.868 3.123 -4.466 0.4448
H 3.464 6.244 -1.133 0.4318
H -2.672 -0.561 1.759 0.4576
H 2.656 4.744 2.807 0.4088
H -5.444 -8.247 6.019 0.3383
H -3.118 3.442 3.246 0.3921
H 0.795 3.392 1.915 0.4684
H -1.728 4.294 1.396 0.3588
H 1.619 -0.425 -4.658 0.6384
H 4.004 -1.494 -4.323 0.2631
H -3.982 -9.257 6.017 0.3394
H -4.042 -7.765 4.326 0.3572
H 3.951 -1.795 -0.040 0.2299
H 5.003 -1.018 -2.105 0.3299
H -2.393 -5.395 7.475 0.3950
H 4.008 6.162 1.290 0.3616
H -3.603 3.800 -4.490 0.3971
H -2.420 7.255 -2.245 0.3976
H -1.446 -3.960 -3.409 0.3978
H -0.040 2.837 -4.539 0.3690
H -4.907 -9.036 7.514 0.2409
H -1.357 -3.906 5.809 0.2827
H 2.399 1.230 3.006 0.3893
H 1.603 4.902 -2.028 0.3595
H -1.886 -4.689 -1.032 0.5042
H 4.385 -3.190 -1.056 0.5177
```